1.
Density functional theory data (wB97M-V/def2-TZVPD) for a molecular structure, C43H66AsN2OP2SSbTl.

XYZ file:
```
118
Properties=species:S:1:pos:R:3:forces:R:3:lowdin_charge:R:1
Tl 0.021071 0.049756 0.123169 -0.07 1.15 0.75 0.5443
C 2.113880 0.377892 -3.381030 0.26 0.98 1.13 -0.1892
C 0.918948 -0.315960 -2.730936 -3.70 -3.24 -2.62 -0.5761
C -0.278568 -0.260371 -4.140078 1.97 -1.52 -0.92 -0.0637
P 1.052874 -2.060347 -1.860256 -0.41 0.49 -0.74 1.0980
C 1.214202 -3.301101 -3.250765 0.50 -0.13 -0.22 -0.5667
C 2.142819 -2.997781 -4.428191 -0.02 0.00 -0.07 -0.1253
C 1.507200 -4.686427 -2.672876 -0.04 -0.03 0.04 -0.1431
C 2.585840 -2.188899 -0.834781 -0.12 0.18 0.29 -0.2836
C 3.861893 -2.474552 -1.304690 0.10 0.13 -0.02 -0.0790
C 4.979098 -2.539168 -0.477845 0.04 -0.23 -0.22 -0.3130
C 6.338995 -2.868433 -1.037674 -0.05 0.07 0.00 -0.0607
C 4.798185 -2.296173 0.871638 -0.11 0.08 0.21 -0.0531
C 3.540167 -2.019736 1.389184 0.12 -0.14 0.02 -0.0316
C 2.402870 -2.011837 0.578205 -0.19 0.07 -0.46 -0.3026
N 1.125196 -1.718240 1.055944 -0.55 -0.90 0.15 -0.1104
C 0.445174 -2.394404 1.992880 0.50 -1.61 -0.09 -0.3344
C 1.112789 -3.369501 2.870842 -0.92 0.36 -1.14 -0.0366
C 0.431873 -4.070246 3.817278 0.19 -0.21 0.42 -0.0612
C -0.932560 -3.878282 4.088756 0.29 -0.33 0.15 -0.3009
C -1.641072 -4.658740 5.165899 0.03 0.08 -0.04 -0.0648
C -1.584868 -3.009873 3.263349 -0.02 0.35 -0.23 -0.1049
C -0.979341 -2.298979 2.203202 -0.36 0.12 0.35 -0.2874
P -2.137779 -1.360638 1.136480 0.95 -0.04 0.05 1.0641
C -3.127843 -2.683781 0.295743 -0.45 -0.21 -0.01 -0.5133
C -4.160683 -2.126142 -0.680998 0.06 0.14 -0.10 -0.1239
C -3.767670 -3.769771 1.165332 0.09 -0.10 0.03 -0.1092
C -3.253329 -0.256171 2.234876 -0.12 -1.14 0.06 -0.2968
C -4.507044 -0.818248 2.868596 -0.27 0.20 -0.15 -0.1197
C -3.941685 1.504911 1.275456 3.66 0.03 -2.58 -0.2452
H 1.796142 1.334764 -3.798772 0.00 -0.03 -0.13 0.0636
H 3.011827 0.596347 -2.712169 -1.92 -0.82 -1.60 -0.0681
H 2.470447 -0.242624 -4.208059 -0.10 -0.03 0.05 0.0709
H 0.659041 0.620463 -1.497205 -0.54 -0.09 0.54 -0.0072
H 0.114633 -0.880058 -4.973688 0.33 0.38 -0.08 0.0306
H -1.294569 -0.602093 -3.983732 0.15 -0.18 0.33 0.0482
H -0.328429 0.780288 -4.449455 0.24 0.04 0.21 0.0549
H 0.200508 -3.336805 -3.664636 -0.06 0.15 0.13 0.0938
H 3.183926 -2.883719 -4.125098 -0.01 0.00 -0.02 0.0549
H 2.106394 -3.813247 -5.159879 0.00 -0.02 0.03 0.0712
H 1.836493 -2.089494 -4.945135 0.04 -0.01 0.04 0.0369
H 2.516390 -4.740667 -2.259521 -0.01 0.01 0.01 0.0628
H 0.805921 -4.942536 -1.875390 0.03 0.03 0.04 0.0658
H 1.423095 -5.450202 -3.451873 0.00 0.01 -0.01 0.0679
H 4.007363 -2.638405 -2.365360 0.01 0.06 0.01 0.0887
H 6.374136 -2.681260 -2.111667 -0.01 -0.02 0.00 0.0716
H 7.112964 -2.255694 -0.571929 0.02 -0.03 0.02 0.0734
H 6.592330 -3.918205 -0.869844 0.04 0.00 -0.01 0.0739
H 5.650959 -2.312116 1.542991 0.02 0.03 -0.02 0.1095
H 3.445269 -1.804798 2.445567 -0.02 0.03 -0.02 0.1019
H 2.171510 -3.544453 2.745403 -0.04 0.00 -0.10 0.0946
H 0.989633 -4.792267 4.409376 -0.03 0.02 0.05 0.1083
H -0.944082 -4.973213 5.944213 0.00 -0.02 -0.01 0.0679
H -2.412891 -4.054545 5.646235 -0.03 -0.03 -0.02 0.0704
H -2.118641 -5.557756 4.765119 -0.01 -0.01 0.04 0.0719
H -2.651325 -2.893433 3.411087 0.00 0.08 0.04 0.0781
H -2.364003 -3.175169 -0.317220 0.22 0.17 0.11 0.1108
H -4.999092 -1.649020 -0.166844 0.02 0.00 0.01 0.0652
H -3.710080 -1.404129 -1.363509 0.04 -0.04 -0.01 0.0679
H -4.564466 -2.940459 -1.285905 -0.02 -0.02 0.03 0.0796
H -4.481649 -3.364344 1.882859 -0.02 0.00 -0.03 0.0607
H -4.307740 -4.472387 0.524602 -0.01 0.05 -0.04 0.0773
H -3.018994 -4.341236 1.710067 -0.01 0.02 0.02 0.0664
H -2.572426 0.117862 2.996535 0.09 0.63 -0.41 0.0908
H -5.243776 -1.124467 2.126691 0.04 -0.05 -0.01 0.0685
H -4.262135 -1.672964 3.499638 0.02 -0.01 0.00 0.0603
H -4.976694 -0.065181 3.503113 0.01 0.00 0.00 0.0793
H -5.272923 1.077496 0.105771 -0.89 -1.76 0.14 0.0814
H -4.443115 2.218253 1.897009 -0.70 -0.83 0.49 0.0995
H -2.766187 2.234253 0.674293 0.26 0.22 -0.31 -0.0544
S -0.790124 2.206967 1.814681 0.37 -0.26 1.17 0.6489
C -0.057154 1.377483 3.133574 0.16 0.05 -0.17 -0.7471
C -0.045046 1.837288 4.472303 -0.25 0.19 -0.24 -0.1100
C 0.564540 1.086069 5.438911 0.00 0.04 0.36 -0.1071
C 1.186682 -0.113982 5.104295 0.15 -0.09 -0.13 -0.0741
C 1.157484 -0.478271 3.776198 -0.25 0.70 -0.31 -0.1383
N 0.538130 0.220923 2.811311 0.31 0.21 1.28 -0.0190
H -0.528383 2.774857 4.713089 0.01 0.01 -0.04 0.0925
H 0.565488 1.431215 6.467633 -0.01 0.00 -0.01 0.0973
H 1.676809 -0.730189 5.845361 0.03 -0.01 -0.03 0.0918
H 1.602833 -1.376384 3.399641 0.38 0.06 0.53 0.0596
O -0.509650 -0.009466 -2.157129 0.99 1.76 0.79 -0.6830
C -3.241891 3.544893 -2.281486 -0.33 0.06 0.46 -0.3922
As -2.077446 2.428759 -1.126333 1.26 1.58 1.25 1.0856
C -4.079073 1.222953 -0.244029 -7.61 3.49 1.45 -0.3779
C -0.904357 4.105968 -0.470504 -0.63 -0.12 -1.05 -0.3906
C -1.791412 5.245893 -0.094553 0.11 0.28 -0.18 -0.3277
C -1.751582 6.438785 -0.824217 -0.08 -0.03 -0.01 -0.0683
C -2.565382 7.520001 -0.512337 -0.04 0.01 0.02 -0.1124
C -3.451647 7.442345 0.551241 0.00 0.00 -0.02 -0.1285
C -3.506302 6.266237 1.290687 0.01 -0.02 -0.01 -0.1061
C -2.693357 5.188422 0.974263 -0.01 -0.01 0.07 -0.0724
H -3.871521 4.225505 -1.698613 0.01 0.04 -0.10 0.0039
H -3.886085 2.888071 -2.867858 0.04 -0.02 -0.02 -0.0064
H -2.617747 4.129141 -2.957051 0.01 -0.01 -0.02 0.0025
H -5.059215 2.059900 -0.182348 2.51 -0.37 -2.17 0.1613
H -3.385564 0.458747 1.217968 1.03 -0.63 1.79 -0.0243
H -4.395098 0.407735 -0.888164 0.82 -0.39 0.11 0.0482
H -0.257603 4.405684 -1.302415 -0.14 0.02 -0.07 0.0362
H -0.251633 3.857110 0.352954 -0.04 -0.30 0.00 -0.0440
H -1.065483 6.515742 -1.660678 0.01 -0.02 0.00 0.1021
H -2.506112 8.426915 -1.103503 0.01 -0.01 0.00 0.0902
H -4.088927 8.281921 0.801541 0.00 0.00 0.00 0.0856
H -4.191982 6.189203 2.127725 0.01 0.00 0.00 0.0904
H -2.750197 4.284252 1.567019 0.08 -0.06 -0.02 0.0627
C 2.794928 3.421856 -2.096312 0.12 -0.09 0.01 -0.3032
Sb 2.938329 1.695673 -0.793106 2.62 0.70 0.78 1.3552
C 4.414407 2.742025 0.472290 -0.25 0.03 -0.11 -0.3519
C 4.762626 0.731536 -1.799194 0.07 0.75 0.72 -0.2663
H 3.801824 3.783893 -2.307390 0.00 0.02 0.03 -0.0003
H 2.229868 4.193066 -1.573135 0.01 0.00 0.04 -0.0087
H 2.294720 3.197265 -3.032722 -0.08 -0.01 -0.01 -0.0145
H 5.207666 3.185672 -0.132631 -0.03 -0.02 -0.03 -0.0144
H 4.851494 2.025122 1.168138 -0.02 0.02 0.03 -0.0150
H 3.912010 3.530455 1.034806 0.03 -0.03 0.06 -0.0128
H 5.477877 1.536867 -1.989781 0.00 0.00 0.11 -0.0008
H 4.619073 0.188183 -2.726157 -0.02 -0.08 0.02 -0.0054
H 5.174785 0.042058 -1.064177 0.06 0.08 0.10 -0.0112
```
Forces are in eV/Å.

The value obtained for the orbital gap is 5.035 eV. As for the net charge: -1. The energy above the lowest of the compared OMol25 structures with the same formula, charge and spin comes out at 8.60 kcal/mol. The value obtained for the LUMO energy is 2.21 eV.


2.
Density functional theory data (wB97M-V/def2-TZVPD) for a molecular structure, C43H66BiN7O3SSe.

XYZ file:
```
122
Properties=species:S:1:pos:R:3:forces:R:3:lowdin_charge:R:1
Bi -2.650027 -0.091726 0.267376 -0.19 -0.11 -0.10 1.8733
C -5.800973 -1.303827 0.205438 -0.17 -0.06 0.12 -0.1172
N -4.717629 -1.793319 -0.626314 -0.07 -0.12 -0.12 -0.3872
C -5.036490 -1.686528 -2.033662 0.05 0.00 -0.02 -0.0907
C -4.295721 -3.123173 -0.224545 0.23 -0.21 -0.10 -0.1977
C -2.999371 -3.571809 -0.905387 -0.46 -0.17 -0.01 -0.1734
N -1.863417 -2.703178 -0.609996 -0.18 0.21 -0.05 -0.1909
C -0.960707 -2.515368 -1.732234 0.28 -0.12 -0.22 -0.0837
C -0.276854 -1.148639 -1.685329 0.26 -0.07 -1.52 -0.3265
C 1.260347 -1.112373 -1.808055 0.00 -0.41 0.14 -0.0893
C 2.133724 0.802755 -2.382201 0.07 -0.14 -0.20 -0.2438
C 1.454759 2.055750 -2.752267 -0.42 0.10 -0.16 0.0326
C 0.129268 2.285628 -2.780626 0.67 0.83 0.06 -0.0731
C -0.867341 1.250083 -2.457440 -0.87 -0.61 -0.68 -0.3035
O -1.985559 1.504260 -2.017846 0.40 0.00 -0.26 -0.0807
C -0.412555 3.677678 -3.125212 -0.10 0.21 -0.15 -0.5165
C -1.194690 4.281012 -1.949047 -0.09 -0.14 -0.13 -0.0328
C 0.696278 4.672340 -3.493820 -0.15 -0.23 0.05 -0.0587
C -1.341329 3.533765 -4.338986 0.04 0.00 0.10 -0.0311
C 3.680268 0.926634 -2.469318 0.10 0.12 -0.03 -0.5130
C 4.387441 -0.413550 -2.215563 -0.18 0.13 -0.06 -0.0359
C 4.187876 1.936252 -1.431811 -0.14 -0.15 -0.16 -0.0305
C 4.084808 1.400059 -3.872998 -0.11 -0.02 0.23 -0.0312
C -1.176434 -3.215242 0.578808 0.11 -0.10 0.30 -0.1207
C -0.066820 -2.398332 1.188372 -0.10 -0.14 0.37 -0.1386
C 1.244707 -2.835715 1.083902 0.05 0.01 0.04 0.0034
C 2.262186 -2.253623 1.822949 0.05 -0.01 -0.11 -0.1723
C 1.891750 -1.288723 2.754116 0.04 -0.01 -0.18 0.0146
C 0.590522 -0.849246 2.932768 -0.10 0.12 -0.01 -0.0783
C -0.400141 -1.349106 2.059983 0.31 -0.39 0.02 -0.2938
O -1.661650 -0.904345 2.093552 0.09 -0.25 -0.23 -0.3430
C 0.215225 -0.023170 4.160664 -0.05 0.12 0.09 -0.5129
C -0.709992 -0.913764 5.002797 0.02 0.10 -0.03 -0.0184
C 1.423984 0.378276 5.012889 -0.21 -0.14 -0.18 -0.0575
C -0.538778 1.254714 3.795013 -0.03 -0.24 0.12 -0.0672
C 3.711527 -2.722163 1.780638 0.14 -0.09 0.02 -0.5478
C 3.964504 -3.746060 0.670005 -0.08 0.17 0.21 -0.0562
C 4.658279 -1.532856 1.569433 -0.15 -0.15 0.04 -0.0366
C 4.035860 -3.383760 3.128429 0.02 0.03 -0.17 -0.0407
H -6.709125 -1.917250 0.113728 -0.02 0.00 -0.03 0.0949
H -6.037230 -0.279659 -0.079796 -0.06 0.07 0.03 0.0790
H -5.480019 -1.305268 1.244324 -0.06 -0.01 0.10 0.0607
H -5.803984 -2.410016 -2.348751 -0.02 0.00 0.00 0.0966
H -4.141309 -1.849235 -2.630469 0.04 -0.01 -0.15 0.0691
H -5.397921 -0.681418 -2.242250 -0.03 0.05 -0.05 0.0904
H -5.067132 -3.878104 -0.461420 -0.02 0.05 0.06 0.1317
H -4.161391 -3.107384 0.859016 -0.05 -0.10 -0.01 0.0919
H -3.154204 -3.612660 -1.985331 0.05 -0.02 0.05 0.1066
H -2.797985 -4.602002 -0.571626 0.01 0.08 -0.13 0.1286
H -1.523811 -2.590626 -2.665458 0.00 -0.06 0.09 0.1208
H -0.186441 -3.300263 -1.765847 -0.10 -0.03 0.05 0.1364
H 1.745068 -2.042996 -1.528211 0.05 -0.07 0.07 0.1390
H 2.112039 2.864634 -3.014893 -0.01 0.26 -0.04 0.0865
H -0.581921 4.297179 -1.050941 0.09 0.04 0.17 0.0739
H -2.097490 3.714989 -1.745463 -0.01 0.01 0.10 0.0373
H -1.477199 5.304991 -2.186213 0.01 0.15 -0.04 0.0897
H 1.356981 4.865725 -2.650475 0.13 0.01 0.08 0.0848
H 0.242481 5.620511 -3.773347 -0.09 0.07 -0.02 0.0863
H 1.285404 4.329181 -4.341004 0.13 -0.05 -0.10 0.0856
H -2.182081 2.888963 -4.102785 -0.14 -0.07 -0.01 0.0813
H -0.799498 3.110165 -5.183389 0.05 -0.03 -0.12 0.0901
H -1.733030 4.504648 -4.635467 -0.04 0.11 -0.02 0.0871
H 3.929410 -0.966698 -1.404153 -0.02 -0.13 0.17 0.0528
H 5.427029 -0.234786 -1.955243 0.15 0.02 0.04 0.0931
H 4.381043 -1.045040 -3.098809 -0.01 -0.12 -0.11 0.0850
H 4.024682 1.578243 -0.418629 0.01 -0.06 0.19 0.0786
H 3.696172 2.900231 -1.530852 -0.06 0.17 -0.03 0.0769
H 5.255098 2.089775 -1.570331 0.15 0.04 0.04 0.0898
H 3.561134 0.830878 -4.637091 -0.03 -0.10 -0.15 0.0892
H 5.153782 1.260333 -4.013561 0.14 0.01 -0.04 0.0898
H 3.864353 2.451929 -4.028583 -0.01 0.15 -0.06 0.0789
H -0.765867 -4.216804 0.353224 -0.10 0.11 -0.01 0.1346
H -1.947760 -3.329226 1.343846 0.05 -0.19 -0.01 0.1161
H 1.445892 -3.679105 0.439924 0.06 -0.10 -0.13 0.1062
H 2.659775 -0.894088 3.397392 0.08 0.06 0.14 0.0909
H -0.217672 -1.852090 5.250776 0.08 -0.09 0.05 0.0952
H -1.609895 -1.136986 4.438762 -0.14 -0.05 0.05 0.0695
H -0.993756 -0.410007 5.923751 -0.05 0.09 0.14 0.0891
H 1.933345 -0.492891 5.416828 0.15 -0.09 0.06 0.0836
H 1.084364 0.982858 5.850867 -0.08 0.05 0.09 0.0864
H 2.131204 0.975598 4.440001 0.15 0.06 -0.05 0.0820
H -1.394569 0.996142 3.182657 -0.02 0.16 0.00 0.0305
H 0.118900 1.940508 3.263347 0.17 0.15 -0.15 0.0725
H -0.892069 1.742783 4.701629 -0.04 0.08 0.05 0.0698
H 3.709340 -3.341226 -0.307529 -0.05 0.02 -0.16 0.0723
H 3.386821 -4.651203 0.839566 -0.08 -0.14 -0.05 0.0830
H 5.016378 -4.024387 0.656091 0.11 -0.01 0.00 0.0852
H 4.490912 -1.073253 0.599396 -0.01 0.09 -0.12 0.0540
H 5.693854 -1.863489 1.613962 0.15 -0.04 0.00 0.0873
H 4.515554 -0.771945 2.331062 0.01 0.11 0.11 0.0772
H 3.329594 -4.184508 3.333072 -0.07 -0.11 0.06 0.0913
H 3.976168 -2.662419 3.938459 -0.01 0.06 0.14 0.0780
H 5.040048 -3.802015 3.116293 0.17 -0.05 0.02 0.0826
C 1.028938 2.716398 0.637187 -0.18 -0.10 0.04 0.0175
C -0.012558 1.685809 0.340683 -0.09 0.87 0.44 -0.2560
N -1.281094 1.756306 0.697247 0.05 -0.57 -0.23 -0.0842
N -1.810650 2.829733 1.346572 0.37 0.80 0.77 0.0010
C -3.104606 3.166060 1.151064 -0.10 0.41 -0.34 -0.8850
N -3.593524 4.150954 1.930433 0.29 0.03 0.04 0.0979
S -4.010829 2.502134 -0.076013 -0.66 0.32 -0.38 0.6423
C 0.328061 0.564152 -0.420786 0.11 -1.08 0.20 -0.2086
C 1.636202 0.161527 -1.044779 0.21 0.03 0.23 -0.0693
C 1.624591 -0.494728 -3.177345 0.61 0.01 0.08 -0.1352
C 0.368151 -0.388848 -3.896839 0.43 -0.23 -0.72 0.0408
C -0.698945 -0.203099 -2.963900 -0.62 -0.13 0.92 -0.1182
N -0.564014 -0.424325 -0.537652 0.12 1.17 0.76 -0.0818
H 1.761981 2.303232 1.329358 0.09 -0.02 0.09 0.0926
H 0.608868 3.620960 1.066789 -0.02 0.09 -0.01 0.0794
H 1.544352 2.961884 -0.290073 0.09 0.10 -0.05 0.0735
H -1.362580 3.127182 2.211772 -0.09 -0.19 -0.15 0.1394
H -3.184300 4.309351 2.839830 -0.04 -0.06 0.04 0.0669
H -4.586677 4.311543 1.872748 0.08 -0.15 -0.01 0.0943
H 2.404384 0.087169 -0.275601 0.09 -0.08 0.02 0.1390
H 2.414614 -0.961313 -3.755882 0.06 -0.03 0.03 0.1318
H 0.242550 -0.654648 -4.928284 -0.03 0.04 -0.29 0.1124
H -1.691247 -0.456107 -3.337777 -0.03 -0.03 0.02 0.1482
O -3.656905 -2.537532 2.950992 -0.06 -0.31 -0.09 -0.0799
H -4.093993 -2.055356 3.655964 -0.06 0.11 0.08 0.0402
H -2.914270 -1.964817 2.677450 0.03 0.17 0.20 -0.0278
Se -4.083407 2.093043 4.646658 -0.17 0.93 1.64 0.5712
C -3.932712 1.139971 3.215407 -0.04 -0.85 -1.38 -0.9837
N -3.850681 0.532535 2.220242 -0.26 0.01 0.65 -0.1105
```
Forces are in eV/Å.

The value obtained for the orbital gap (alpha / beta) is 6.438 / 6.491 eV. The energy above the lowest of the compared OMol25 structures with the same formula, charge and spin comes out at 80.64 kcal/mol. The value obtained for the LUMO energy (alpha / beta) is -0.99 / -0.39 eV.